No. 1
The following is a quantum chemistry calculation of a 4-piece molecular cluster, C7H23NO3 overall, from OMol25.

SMILES: CC(C)CCN(C)C.O.O.O
energy above the lowest of the compared OMol25 structures with the same formula, charge and spin: 1.616 eV
multiplicity: 1
net charge: 0

Last column: Löwdin charge in e.
Positions of all 34 atoms, in Å:
C  -0.9220  0.1990  0.1616  -0.1422
C  -1.1231  0.9090  1.5730  -0.3715
C  -0.6931  0.0169  2.7289  -0.0972
C  -2.6139  1.3457  1.8647  -0.0620
C  0.0049  0.9839  -0.7646  -0.2043
N  1.0017  0.0789  -1.3814  -0.2868
C  0.4305  -1.1301  -2.0356  -0.0923
C  1.9094  0.8031  -2.2756  -0.1056
H  -1.8148  -0.1877  -0.3086  0.0849
H  -0.4557  -0.6938  0.5548  0.0892
H  -0.4478  1.7644  1.6243  0.1146
H  -1.1565  -0.9758  2.7611  0.0917
H  0.3973  0.0430  2.6718  0.0641
H  -0.8643  0.4569  3.7409  0.0924
H  -2.5086  2.3436  2.3368  0.0790
H  -3.1375  0.7875  2.6094  0.0621
H  -3.3238  1.5672  1.0802  0.0436
H  0.5387  1.8186  -0.3139  0.1077
H  -0.6104  1.4002  -1.5834  0.1209
H  1.2830  -1.6347  -2.5036  0.0761
H  0.1331  -1.8965  -1.3161  0.0814
H  -0.3320  -0.9274  -2.8094  0.0927
H  1.6046  0.9689  -3.3070  0.0733
H  2.7467  0.1152  -2.3940  0.0776
H  1.9666  1.8554  -1.9331  0.0912
H  -3.8173  -0.6501  -1.3477  0.0228
H  -3.8371  0.6590  -0.5534  0.0050
O  -4.4061  -0.0593  -0.8785  -0.0572
H  2.1451  -0.1367  1.0599  0.0123
H  3.4855  0.4441  1.0065  0.0505
O  2.9965  -0.2174  1.5183  -0.0590
H  2.8528  -1.6851  -0.8939  0.0012
H  3.2930  -2.2592  0.4469  0.0156
O  2.9762  -2.5305  -0.4217  -0.0717



No. 2
The following is a quantum chemistry calculation of C28H48BiF6OP2 as an isolated structure, from OMol25.

multiplicity: 1
net charge: +1

Last column: Löwdin charge in e.
Positions of all 86 atoms, in Å:
Bi  -0.0960  -0.1391  -0.0703  1.6555
C  -0.2734  -2.2329  -1.3381  -0.3774
C  1.0860  -1.7587  -1.5608  -0.3603
C  0.8649  -2.2685  0.7084  -0.3141
C  -0.3728  -2.6084  0.0528  -0.3009
C  1.7953  -1.7718  -0.2954  -0.3464
C  -1.2580  -2.6064  -2.4434  -0.0366
H  -1.2184  -1.9519  -3.3346  0.0786
H  -2.3129  -2.6370  -2.1286  0.0616
H  -1.0126  -3.6212  -2.7969  0.0999
C  -1.4691  -3.4265  0.6613  -0.0065
H  -2.3250  -3.5738  -0.0005  0.0806
H  -1.8379  -3.0068  1.5932  0.0411
H  -1.0696  -4.4141  0.9065  0.1145
C  1.2398  -2.6076  2.1317  -0.0140
H  1.7698  -3.5705  2.1495  0.1076
H  0.3629  -2.7130  2.7776  0.0600
H  1.9040  -1.8783  2.6266  0.0760
C  3.2907  -1.8496  -0.0604  -0.0372
H  3.5663  -2.8940  -0.2613  0.1012
H  3.5764  -1.6619  0.9847  0.0672
H  3.9435  -1.2286  -0.6883  0.0779
C  1.6943  -1.9584  -2.9175  -0.0205
H  1.7046  -3.0446  -3.0593  0.1057
H  2.7240  -1.6119  -2.9845  0.0712
H  1.1073  -1.5409  -3.7403  0.0749
C  0.4394  2.5524  -2.4820  -0.1480
C  0.4545  1.5401  -3.3679  -0.1326
C  1.1847  1.6292  -4.6904  -0.1660
C  2.7340  1.5304  -4.5184  -0.1560
C  3.2048  1.4087  -3.0696  -0.1134
C  3.1897  2.4603  -2.2407  -0.1214
C  2.6566  3.8208  -2.6528  -0.1658
C  1.1017  3.8853  -2.7448  -0.1708
H  0.9383  2.5759  -5.1965  0.1116
H  3.1652  2.4495  -4.9413  0.1059
H  0.8296  0.8277  -5.3573  0.1070
H  0.8182  4.2644  -3.7373  0.1122
H  0.0167  2.5008  -1.4712  0.0561
H  0.0105  0.5500  -3.2128  0.0743
H  0.7263  4.6173  -2.0155  0.1046
H  3.0436  4.5855  -1.9657  0.1075
H  3.7386  2.4387  -1.2974  0.0967
H  3.0653  4.0823  -3.6390  0.1080
H  3.1474  0.7188  -5.1346  0.1097
H  3.7458  0.5000  -2.8001  0.0890
P  -2.6119  0.3178  -0.4373  0.6310
C  -3.6577  -1.0193  0.1229  -0.2313
H  -4.6586  -0.5839  0.0513  0.0661
H  -3.4966  -1.3538  1.1465  0.0222
H  -3.6196  -1.8831  -0.5443  0.0464
C  -3.1757  1.7470  0.4629  -0.2476
H  -4.2596  1.7250  0.3063  0.0619
H  -2.7821  2.6821  0.0516  0.0555
H  -2.9713  1.7076  1.5373  0.0292
C  -3.2073  0.5357  -2.0983  -0.2415
H  -2.8646  1.4722  -2.5435  0.0557
H  -4.2932  0.5836  -1.9627  0.0611
H  -2.9727  -0.3012  -2.7639  0.0462
P  1.1963  1.3715  1.5779  0.6578
C  2.9030  0.9218  1.8510  -0.2400
H  3.3180  1.8535  2.2431  0.0651
H  3.4980  0.5767  1.0058  0.0308
H  2.9692  0.1603  2.6413  0.0611
C  0.7822  3.1049  1.5324  -0.2507
H  1.4414  3.6456  0.8573  0.0443
H  0.9730  3.4520  2.5545  0.0571
H  -0.2717  3.3212  1.2973  0.0570
C  0.7688  1.1189  3.2790  -0.2891
H  1.4966  1.7284  3.8154  0.0744
H  0.8654  0.0920  3.6122  0.0359
H  -0.2195  1.4931  3.5099  0.0491
C  -2.9604  0.1329  3.6078  -0.0087
C  -1.9078  -0.9354  3.4779  -0.5363
O  -1.1871  -0.8295  2.4275  -0.2106
C  -1.0686  -0.9076  4.9119  -0.4804
F  -1.7490  -1.3220  6.0096  0.1326
F  0.0511  -1.6747  4.8438  0.1182
F  -0.6758  0.3592  5.2411  0.0817
C  -2.7034  -2.3713  3.7221  -0.4709
F  -3.4642  -2.4006  4.8486  0.1239
F  -3.5923  -2.6752  2.7231  0.0880
F  -1.8308  -3.4163  3.7988  0.1241
H  -2.4733  1.1111  3.5815  0.0828
H  -3.5123  0.0414  4.5422  0.1033
H  -3.6708  0.0564  2.7816  0.0761



No. 3
The following is a quantum chemistry calculation of a 8-piece molecular cluster, C26H49NO21 overall, from OMol25.

SMILES: C[C@H]1COC(=O)O1.COC(=O)OC.COC(=O)OC.COC(=O)OC.COC(=O)OC.COC(=O)OC.COC(=O)OC.CCCC#N
energy above the lowest of the compared OMol25 structures with the same formula, charge and spin: 2.146 eV
multiplicity: 1
net charge: 0

Last column: Löwdin charge in e.
Positions of all 97 atoms, in Å:
C  -12.1833  -11.6245  -19.8931  -0.0127
C  -12.3481  -12.9407  -19.1789  -0.3154
C  -12.6520  -14.1210  -19.9407  -0.1158
O  -11.5622  -14.9771  -19.7088  0.0996
C  -10.6248  -14.4030  -19.0098  -0.5893
O  -9.5509  -14.9395  -18.6810  0.1014
O  -11.0426  -13.2281  -18.6448  0.1166
H  -11.7156  -11.6964  -20.8738  0.0998
H  -11.6057  -10.9625  -19.3733  0.0611
H  -13.1832  -11.2860  -20.0179  0.0637
H  -13.0955  -12.7850  -18.3928  0.1621
H  -12.6729  -13.9194  -21.0072  0.1381
H  -13.6184  -14.6003  -19.5660  0.1659
C  -12.8587  -3.3229  -21.3235  -0.0112
O  -13.4058  -2.0150  -21.6283  -0.0149
C  -14.6422  -1.9134  -22.1797  -0.3400
O  -15.5340  -2.9623  -22.3741  -0.0719
O  -15.0382  -0.6381  -22.5429  -0.0220
C  -16.2902  -0.4101  -23.1228  -0.0695
H  -12.1240  -3.0750  -20.5453  0.1007
H  -12.4179  -3.6955  -22.2205  0.0455
H  -13.6809  -4.1564  -21.0333  0.1284
H  -16.2730  -0.1021  -24.1836  0.1106
H  -16.4792  0.5385  -22.5705  0.1112
H  -17.1114  -0.9685  -22.8700  0.0397
C  -16.1002  -10.1293  -21.7900  -0.0445
O  -16.8616  -9.1750  -21.1236  0.0450
C  -16.6596  -7.9311  -21.4649  -0.4607
O  -16.0089  -7.5219  -22.6216  -0.0431
O  -17.1185  -7.1222  -20.5517  0.0241
C  -17.0308  -5.7293  -20.8087  -0.0440
H  -15.8379  -9.9260  -22.7856  0.0790
H  -16.4306  -11.1028  -21.6478  0.0792
H  -15.1406  -10.0934  -21.2474  0.0846
H  -17.4494  -5.4572  -21.7351  0.0822
H  -15.9940  -5.3997  -20.9450  0.0918
H  -17.3969  -5.0989  -20.0173  0.0591
C  -12.4428  -8.3482  -22.3218  -0.0328
O  -12.6972  -7.2413  -21.5009  0.0285
C  -13.2145  -7.4493  -20.3387  -0.4365
O  -13.4568  -8.7503  -19.9086  -0.0570
O  -13.4411  -6.3655  -19.5945  0.0221
C  -14.1014  -6.4636  -18.3386  -0.0141
H  -13.3405  -8.9218  -22.7193  0.1218
H  -11.8925  -9.0469  -21.7151  0.0828
H  -11.8448  -8.0836  -23.1500  0.0829
H  -13.5495  -6.9385  -17.6591  0.0630
H  -15.0771  -6.8706  -18.3987  0.0739
H  -14.0434  -5.5535  -17.7729  0.0956
C  -18.6088  -2.6556  -20.5490  -0.0307
O  -20.0121  -2.7791  -20.4235  0.0294
C  -20.5436  -3.6686  -19.6145  -0.3874
O  -19.7892  -4.6835  -18.9077  -0.0981
O  -21.8397  -3.5319  -19.4349  0.0126
C  -22.5476  -4.1250  -18.3350  -0.0213
H  -18.2907  -1.7341  -21.0352  0.0834
H  -18.0695  -3.4978  -21.1979  0.1143
H  -18.1656  -2.7419  -19.5913  0.0795
H  -23.5379  -3.7263  -18.0596  0.1058
H  -21.8834  -4.1354  -17.4873  0.0844
H  -22.6410  -5.2035  -18.5021  0.0953
C  -17.0216  -5.5617  -17.0324  -0.0527
O  -15.8869  -4.9019  -16.5730  -0.0030
C  -15.9857  -3.7898  -15.9512  -0.3603
O  -17.2923  -3.1168  -15.7823  -0.1107
O  -14.7700  -3.3538  -15.4755  -0.0214
C  -14.6509  -2.1577  -14.6961  -0.0530
H  -17.6120  -4.8322  -17.5776  0.0754
H  -17.6815  -5.8281  -16.1954  0.1099
H  -16.8191  -6.3578  -17.7934  0.0925
H  -14.8428  -1.2024  -15.3133  0.1238
H  -13.7186  -2.0824  -14.1755  0.0786
H  -15.4510  -2.0898  -13.9445  0.0918
C  -14.2900  -5.4976  -24.4961  -0.0337
O  -13.3392  -5.6279  -25.5126  0.0314
C  -12.1416  -5.1899  -25.3120  -0.4610
O  -11.6606  -4.5731  -24.1765  -0.0480
O  -11.2559  -5.5323  -26.2445  0.0096
C  -9.9802  -4.9465  -26.3160  -0.0568
H  -15.2854  -5.9057  -24.7222  0.1045
H  -14.3937  -4.4161  -24.3043  0.0889
H  -13.8248  -5.8954  -23.5495  0.0998
H  -9.5467  -5.1435  -27.2703  0.0812
H  -9.2801  -5.4823  -25.6359  0.1145
H  -9.8766  -3.9118  -26.2699  0.0771
C  -19.6257  -7.8684  -17.9696  -0.0629
C  -18.7930  -8.5048  -16.8183  -0.2718
C  -19.6442  -9.1178  -15.7958  -0.2268
C  -20.3844  -10.3860  -16.0686  -0.2107
N  -21.0282  -11.3043  -16.3501  0.1295
H  -18.9570  -7.3204  -18.6826  0.0708
H  -20.2417  -7.1064  -17.4983  0.0635
H  -20.3447  -8.5223  -18.3074  0.0467
H  -18.0276  -7.8683  -16.2926  0.0992
H  -18.1624  -9.3072  -17.2474  0.1178
H  -20.3045  -8.3316  -15.4596  0.1192
H  -19.1153  -9.5246  -14.9372  0.1152



Number 1: Kohn-Sham gap 9.61 eV, largest force on an atom 2.67 eV/A. Number 2: Kohn-Sham gap 6.91 eV, largest force on an atom 3.82 eV/A. Number 3: Kohn-Sham gap 10.58 eV, largest force on an atom 9.17 eV/A.